{
  "formula": "C4H8N4",
  "method": "ωB97M-V/def2-TZVPD",
  "lumo_energy_ev": 0.47,
  "total_charge": 0,
  "gap_ha": 0.3405,
  "smiles": "[H]/N=C/N=C\\N(N)C=C",
  "e_homo_ev": -8.7950,
  "elements": ["H", "N", "C", "N", "C", "N", "N", "C", "C", "H", "H", "H", "H", "H", "H", "H"],
  "coordinates": [[2.479, 0.801, 1.072], [1.870, 0.004, 1.073], [2.069, -0.721, -0.141], [1.144, -1.798, -0.475], [-0.212, -1.467, -0.367], [-1.004, -0.393, -0.259], [-2.236, -1.012, 0.305], [-0.786, 1.037, 0.017], [0.146, 1.869, -0.600], [3.005, -0.575, -0.878], [-0.837, -2.479, -0.307], [-2.978, -0.258, 0.159], [-2.146, -0.939, 1.434], [-1.653, 1.483, 0.651], [0.811, 1.498, -1.317], [0.328, 2.950, -0.369]],
  "lowdin_charge": [-0.0141, 0.0295, -0.2708, 0.0033, -0.2048, -0.1577, 0.0057, -0.1345, 0.0120, 0.1234, 0.1509, 0.0908, 0.1492, 0.1242, 0.0208, 0.0722]
}


{
  "formula": "C19H32N6O2S",
  "method": "ωB97M-V/def2-TZVPD",
  "lumo_energy_ev": 0.65,
  "total_charge": 0,
  "gap_ha": 0.3014,
  "smiles": "CCN(CC)CCCNC(=O)[C@H]1CCCN(c2nnc(N3CCCC3=O)s2)C1",
  "e_homo_ev": -7.5514,
  "elements": ["C", "C", "N", "C", "C", "C", "C", "C", "N", "C", "O", "C", "C", "C", "C", "N", "C", "N", "N", "C", "N", "C", "C", "C", "C", "O", "S", "C", "H", "H", "H", "H", "H", "H", "H", "H", "H", "H", "H", "H", "H", "H", "H", "H", "H", "H", "H", "H", "H", "H", "H", "H", "H", "H", "H", "H", "H", "H", "H", "H"],
  "coordinates": [[-1.056, -0.804, -5.419], [-0.827, -0.572, -3.921], [-1.779, -1.158, -2.988], [-1.467, -2.497, -2.523], [-1.606, -3.645, -3.529], [-3.182, -0.950, -3.317], [-3.608, 0.515, -3.182], [-3.561, 1.004, -1.734], [-2.221, 0.956, -1.196], [-1.568, 2.052, -0.772], [-2.069, 3.159, -0.726], [-0.128, 1.794, -0.332], [0.829, 2.282, -1.427], [2.279, 2.195, -0.954], [2.451, 2.984, 0.344], [1.527, 2.496, 1.346], [1.959, 1.606, 2.253], [3.209, 1.339, 2.469], [3.413, 0.502, 3.486], [2.330, 0.108, 4.052], [2.286, -0.742, 5.121], [3.484, -1.229, 5.774], [2.962, -2.382, 6.638], [1.502, -2.011, 6.896], [1.126, -1.143, 5.712], [0.020, -0.827, 5.337], [0.849, 0.756, 3.354], [0.142, 2.582, 0.958], [-0.210, -0.401, -5.969], [-1.953, -0.295, -5.760], [-1.146, -1.860, -5.654], [-0.820, 0.511, -3.747], [0.161, -0.951, -3.649], [-0.440, -2.480, -2.146], [-2.126, -2.697, -1.672], [-1.473, -4.593, -3.013], [-0.853, -3.576, -4.309], [-2.593, -3.640, -3.986], [-3.428, -1.299, -4.331], [-3.772, -1.545, -2.614], [-2.975, 1.152, -3.799], [-4.633, 0.608, -3.545], [-4.216, 0.380, -1.115], [-3.898, 2.042, -1.666], [-1.733, 0.087, -1.381], [0.030, 0.727, -0.151], [0.694, 1.684, -2.331], [0.582, 3.319, -1.666], [2.949, 2.592, -1.717], [2.548, 1.153, -0.771], [3.461, 2.879, 0.738], [2.230, 4.042, 0.170], [3.923, -0.428, 6.378], [4.216, -1.534, 5.025], [3.015, -3.318, 6.081], [3.537, -2.494, 7.555], [1.390, -1.409, 7.801], [0.837, -2.868, 6.977], [-0.489, 2.212, 1.768], [-0.110, 3.632, 0.778]],
  "lowdin_charge": [-0.0744, -0.2413, -0.2268, -0.2506, -0.0797, -0.2052, -0.1554, -0.1677, 0.0780, -0.4765, 0.0621, -0.2049, -0.1451, -0.1595, -0.1507, -0.1232, -0.5782, -0.0055, 0.0116, -0.5611, -0.0336, -0.1279, -0.1478, -0.0745, -0.4591, 0.0176, 1.1412, -0.1337, 0.0756, 0.0668, 0.0594, 0.0959, 0.1183, 0.1131, 0.1145, 0.0715, 0.0606, 0.0696, 0.1105, 0.1238, 0.1089, 0.1144, 0.1222, 0.1187, 0.1146, 0.1481, 0.1022, 0.1281, 0.1126, 0.1181, 0.1108, 0.1300, 0.1307, 0.1218, 0.1145, 0.1102, 0.1284, 0.1224, 0.0978, 0.1375]
}


{
  "formula": "C10H10N2O4RhS",
  "method": "ωB97M-V/def2-TZVPD",
  "lumo_energy_ev": [-11.13, -15.62],
  "total_charge": 3,
  "spin_multiplicity": 5,
  "gap_ha": [0.2112, 0.1809],
  "e_homo_ev": [-16.8743, -20.5411],
  "elements": ["Rh", "O", "C", "C", "O", "C", "O", "C", "O", "C", "H", "H", "C", "H", "H", "C", "N", "C", "C", "N", "C", "S", "H", "H", "H", "H", "H", "H"],
  "coordinates": [[-0.221, -0.343, -1.358], [-0.028, 2.741, -0.752], [-0.119, 1.606, -0.971], [-0.244, -2.117, -2.268], [-0.276, -3.197, -2.677], [1.741, -0.556, -1.122], [2.860, -0.666, -0.880], [-2.191, -0.255, -1.621], [-3.338, -0.209, -1.716], [-0.140, 0.434, -4.844], [-1.046, 1.052, -4.868], [0.822, 0.962, -4.834], [-0.204, -0.902, -4.911], [0.700, -1.515, -4.974], [-1.162, -1.424, -5.006], [0.970, -1.218, 3.997], [0.438, 0.032, 3.462], [0.400, 1.252, 4.122], [-0.250, 2.127, 3.309], [-0.605, 1.421, 2.173], [-0.193, 0.127, 2.260], [-0.429, -1.137, 1.153], [0.147, -1.904, 4.203], [1.649, -1.680, 3.277], [1.475, -0.977, 4.930], [0.854, 1.372, 5.095], [-0.457, 3.179, 3.424], [-1.154, 1.797, 1.397]],
  "lowdin_charge": [0.4793, 0.1831, -0.1425, -0.1797, 0.1981, -0.1469, 0.2129, -0.1416, 0.2101, 0.2052, 0.1335, 0.1347, 0.1784, 0.1335, 0.1350, 0.0316, -0.0733, 0.1055, 0.0888, 0.1153, -0.6539, 0.9385, 0.1235, 0.1099, 0.1209, 0.1733, 0.1683, 0.1585]
}